No. 1
Molecular formula: C5H9PSi
Method: DFT, ωB97M-V/def2-TZVPD

The calculation puts the molar mass at 128.2 g/mol. Its SMILES is C1=CCC=C1.[SiH2]=P. The calculation puts the HOMO energy at -8.24 eV. The max |F| comes out at 4.4 eV Å⁻¹. The LUMO energy is -0.50 eV. The orbital gap is 0.2846 hartree. For the total energy, the calculation gives -22493.2238 eV.

Last column: Löwdin charge in e.
Atoms and positions in Å:
C: -1.838929 -0.703229 -0.927790  -0.054
C: -0.422056 -0.378361 -0.769746  -0.119
C: -2.515161 0.220673 -0.170590  -0.113
C: -0.286561 0.639992 0.125730  -0.172
C: -1.617147 1.122035 0.538299  -0.206
Si: 3.047268 -0.810908 1.023522  0.368
P: 2.788369 0.408441 -0.709094  0.438
H: -2.216934 -1.388867 -1.585804  0.067
H: 0.374169 -0.772923 -1.343784  0.037
H: -3.504419 0.216973 -0.313775  0.056
H: -1.913001 2.161451 0.092742  0.168
H: -1.844465 1.376104 1.605363  0.133
H: 2.294221 -0.548670 2.229510  -0.164
H: 3.708321 -2.167881 1.241683  -0.134
H: 3.423930 -0.493524 -1.485350  -0.288
H: 0.522399 1.118687 0.449091  -0.017

Atoms 1-2, force components in eV/Å:
1.30 3.47 2.41
-0.35 0.99 1.04


No. 2
Molecular formula: C4H12NO2
Method: DFT, ωB97M-V/def2-TZVPD

The calculation puts the molar mass at 106.1 g/mol. Its total charge is -1. The calculation puts the HOMO energy at -2.64 eV. The max |F| comes out at 1.4 eV Å⁻¹. The LUMO energy is 3.89 eV. The orbital gap is 0.2399 hartree. For the total energy, the calculation gives -9927.4211 eV.

Last column: Löwdin charge in e.
Atoms and positions in Å:
C: 1.625885 -0.444433 1.136595  -0.493
O: 1.716994 -1.664998 1.674575  -0.359
C: 0.256734 -0.214386 0.328072  -0.455
C: -0.242749 1.211963 0.495013  -0.246
C: -1.194933 1.641411 -0.640014  -0.122
N: -0.714938 -1.253210 0.584990  0.021
H: 2.447312 -0.208569 0.412682  0.078
H: 1.562833 0.346959 1.948453  0.076
H: 0.558383 -0.283553 -0.717107  0.074
H: 0.608201 1.884012 0.613112  0.097
H: -0.839462 1.255002 1.413118  0.101
H: -0.743542 1.435108 -1.611721  0.061
H: -2.145915 1.122405 -0.545385  0.059
H: -1.378060 2.717650 -0.550215  0.053
H: -1.147771 -1.119134 1.494284  0.060
H: -0.113652 -2.073838 0.722899  0.054
H: 0.600340 -1.456810 -1.895428  0.010
H: -0.835473 -1.265939 -2.246951  0.020
O: -0.020196 -1.629640 -2.616969  -0.090

Atoms 1-2, force components in eV/Å:
-1.06 -0.30 0.88
0.11 -0.37 -0.35


No. 3
Molecular formula: C3H9N5
Method: DFT, ωB97M-V/def2-TZVPD

The calculation puts the molar mass at 115.1 g/mol. Its SMILES is [H]/N=C(NN)/C(N)=C/N. The calculation puts the HOMO energy at -6.83 eV. The max |F| comes out at 0.9 eV Å⁻¹. The LUMO energy is 0.50 eV. The orbital gap is 0.2695 hartree. For the total energy, the calculation gives -10704.1787 eV.

Last column: Löwdin charge in e.
Atoms and positions in Å:
N: 1.224322 -0.778922 -0.443046  -0.082
C: -0.089336 -0.388937 -0.772622  -0.455
C: -0.609776 0.723144 0.012846  -0.351
N: 1.860536 -1.883805 -1.046301  -0.003
N: -2.039088 0.898767 0.011223  0.048
N: 0.468943 1.642848 1.962934  0.140
C: -0.339170 0.755067 1.407740  -0.146
N: -0.819090 -0.928967 -1.694241  0.086
H: 1.828809 -0.059047 -0.070019  0.111
H: 1.468585 -2.740012 -0.664684  0.075
H: 1.680124 -1.904078 -2.049940  0.064
H: -2.483419 0.163836 -0.540377  0.061
H: -2.336301 1.815851 -0.293113  0.071
H: -0.281411 -1.587119 -2.255299  0.009
H: 0.877320 2.335747 1.341047  0.121
H: 0.412553 1.840639 2.956160  0.116
H: -0.823601 0.094990 2.137692  0.132

Atoms 1-2, force components in eV/Å:
-0.43 -0.24 0.00
0.35 0.52 -0.67


No. 4
Molecular formula: C3H28NO10
Method: DFT, ωB97M-V/def2-TZVPD

The calculation puts the molar mass at 238.3 g/mol. Its total charge is +1. The calculation puts the HOMO energy at -11.20 eV. The max |F| comes out at 2.7 eV Å⁻¹. The LUMO energy is -2.56 eV. The orbital gap is 0.3173 hartree. For the total energy, the calculation gives -25524.5343 eV.

Last column: Löwdin charge in e.
Atoms and positions in Å:
C: 0.122017 1.202061 2.517608  -0.025
C: 0.514655 0.125229 1.504021  -0.443
C: -0.204372 -0.112419 0.360998  -0.021
N: 1.666450 -0.554494 1.797543  0.135
H: -0.390195 1.975489 1.913104  0.060
H: -0.667535 0.759622 3.200339  0.102
H: 0.982514 1.827700 2.847572  0.096
H: 0.274703 -0.868545 -0.231840  0.034
H: -1.036116 0.509411 0.064919  0.048
H: 2.183901 -0.252227 2.562853  0.080
H: 2.194690 -1.051978 1.143504  0.082
H: -1.977385 -1.856727 -0.896775  0.116
H: -2.899002 -0.913763 0.333453  0.039
H: -2.314686 -0.247403 -1.142825  0.035
O: -2.782826 -1.001274 -0.694942  0.028
H: 1.765594 -1.299358 -1.773995  0.008
H: 1.895598 -2.748845 -2.371850  0.064
O: 1.547619 -2.255530 -1.642308  -0.057
H: -3.737370 -1.538925 1.611188  0.081
H: -2.448713 -0.861741 2.306732  0.050
O: -3.237654 -0.739591 1.773334  0.006
H: -0.173756 -2.461792 -1.583402  0.088
H: -0.787193 -2.921569 -0.189690  0.040
O: -1.027508 -2.815555 -1.115743  -0.009
H: 0.773040 3.347073 -0.041052  0.049
H: 2.305790 3.855580 0.512323  0.070
O: 1.776234 3.153243 0.093678  -0.100
H: 1.899345 0.500221 -1.526060  0.067
H: 1.746934 0.252614 -3.119176  0.130
O: 1.271829 0.157964 -2.256450  -0.098
H: -1.367706 0.632628 -3.195049  0.083
H: -0.315848 0.166219 -2.141025  0.037
O: -1.330892 0.284779 -2.295555  -0.085
H: -0.449996 -2.133138 2.085347  0.054
H: -1.205101 -3.517957 2.242074  0.112
O: -1.266350 -2.614853 1.811772  -0.073
H: 4.059216 1.558305 -1.377348  0.089
H: 2.798343 1.897540 -0.672318  -0.013
O: 3.353322 1.133798 -0.849453  -0.055
H: -1.217407 2.415999 -0.851975  0.041
H: -1.407653 3.902630 -0.438420  0.084
O: -0.886519 3.109578 -0.275097  -0.027

Atoms 1-2, force components in eV/Å:
-1.01 0.26 -1.41
-0.54 1.03 -0.96


No. 5
Molecular formula: C10H25IN2O2P
Method: DFT, ωB97M-V/def2-TZVPD

The calculation puts the molar mass at 363.2 g/mol. Its total charge is +1. The calculation puts the HOMO energy at -10.74 eV. The max |F| comes out at 9.1 eV Å⁻¹. The LUMO energy is -4.50 eV. The orbital gap is 0.2295 hartree. For the total energy, the calculation gives -35227.2140 eV.

Last column: Löwdin charge in e.
Atoms and positions in Å:
C: -2.570818 -4.210170 1.394608  -0.112
C: -2.560791 -3.060939 0.205013  -0.254
O: -1.272536 -2.953625 -0.497541  -0.232
C: -0.463822 -1.811953 0.044385  -0.240
C: 0.931244 -1.802550 -0.816455  -0.345
P: 1.838341 -0.123930 -0.879261  0.911
C: 1.317850 1.061422 0.523914  -0.427
C: 1.437429 0.447497 2.038885  -0.230
C: 0.576919 1.493127 3.020099  -0.198
C: -1.002036 1.074440 3.160961  -0.266
N: -1.853263 1.405749 1.938483  -0.056
C: 1.162262 0.736771 -2.490679  -0.394
C: -0.489741 0.762194 -2.418524  -0.711
O: -1.225379 -0.328617 -2.709345  -0.137
I: -1.668318 2.558941 -1.822265  0.718
H: -1.523463 -4.334922 1.935089  0.081
H: -2.807874 -5.276940 0.927500  0.083
H: -3.441626 -3.999439 2.177275  0.085
H: -3.357253 -3.417868 -0.608391  0.137
H: -2.959258 -2.044978 0.627131  0.113
H: -0.193343 -2.129135 1.149923  0.119
H: -1.061720 -0.791383 -0.015065  0.117
H: 1.693997 -2.662269 -0.504840  0.105
H: 0.629661 -2.063106 -1.941003  0.105
H: 0.234817 1.458032 0.324122  0.016
H: 2.030486 2.015575 0.454935  0.096
H: 1.056854 -0.656264 2.159339  0.091
H: 2.569168 0.438131 2.418718  0.120
H: 0.600367 2.533259 2.435651  0.111
H: 1.128012 1.696814 4.040051  0.115
H: -1.026344 -0.106668 3.325107  0.127
H: -1.442725 1.643930 4.084080  0.112
H: -2.671704 0.758698 1.918764  0.068
H: -2.219595 2.382528 1.973772  0.070
H: 1.511924 1.865175 -2.426299  0.035
H: 1.576896 0.235516 -3.473992  0.096
N: 3.103085 3.441433 -4.334817  0.327
H: 3.500678 3.095297 -3.453718  0.156
H: 2.158613 3.806126 -4.164163  0.160
H: 3.697386 4.191196 -4.707346  0.165
H: 3.055620 2.672903 -5.014101  0.165

Atoms 1-2, force components in eV/Å:
-0.11 -0.62 -0.17
-1.32 -1.11 -0.06


No. 6
Molecular formula: C18H33Cl12N2OP
Method: DFT, ωB97M-V/def2-TZVPD

The calculation puts the molar mass at 749.9 g/mol. Its SMILES is CCCCO[C@H](C#N)[C@H](C#N)P(CC)CC.ClCCl.ClCCl.ClCCl.ClCCl.ClCCl.ClCCl. The calculation puts the HOMO energy at -8.66 eV. The max |F| comes out at 12.6 eV Å⁻¹. The LUMO energy is 0.18 eV. The orbital gap is 0.3248 hartree. For the total energy, the calculation gives -183777.4833 eV.

Last column: Löwdin charge in e.
Atoms and positions in Å:
C: -1.817591 0.162374 5.748410  -0.184
C: -1.479258 0.298099 4.116150  -0.284
C: -0.513057 1.617554 3.962901  -0.169
C: 0.262063 1.717096 2.499157  -0.185
O: 0.001033 0.577856 1.605447  -0.184
C: 1.004500 0.488532 0.518746  -0.284
C: 0.559518 1.288902 -0.852562  -0.071
N: 0.400244 2.054858 -1.911990  0.107
C: 1.333579 -1.127434 0.240007  -0.375
C: 2.541210 -1.503843 1.317455  -0.118
N: 3.641378 -1.667879 2.022991  0.080
P: 1.777884 -1.479207 -1.583605  0.922
C: 0.070214 -1.735537 -2.484971  -0.396
C: -0.655947 -3.169415 -2.051074  -0.190
C: 2.684118 -3.142347 -1.824619  -0.440
C: 4.209364 -3.199809 -1.224930  -0.214
H: -2.137089 1.210007 6.216211  0.087
H: -0.797944 -0.154012 6.256922  -0.011
H: -2.604808 -0.675929 5.981496  0.071
H: -0.914931 -0.666747 3.718759  0.084
H: -2.482731 0.370769 3.495536  0.040
H: -1.159347 2.572499 4.170721  0.119
H: 0.296770 1.552835 4.818345  0.098
H: 1.416026 1.865883 2.762604  0.134
H: -0.076801 2.742218 2.011367  0.135
H: 2.045545 0.937207 0.893053  0.162
H: 0.361111 -1.722309 0.505662  0.124
H: 0.319920 -1.858904 -3.641068  0.092
H: -0.621746 -0.811062 -2.265712  0.060
H: -0.734855 -3.894680 -2.993543  0.084
H: -1.775465 -2.920282 -1.755808  0.077
H: -0.082122 -3.746968 -1.210497  0.052
H: 2.787661 -3.298308 -3.003632  0.103
H: 2.056564 -4.088873 -1.457084  0.083
H: 4.848548 -2.368226 -1.751408  0.016
H: 4.658159 -4.251568 -1.567838  0.029
H: 4.288140 -3.187534 -0.057538  0.055
C: -2.275153 2.676206 -4.120360  -1.032
Cl: -2.930462 1.044218 -4.299901  0.510
Cl: -2.565358 3.641560 -5.572498  0.528
H: -2.757397 3.161400 -3.268329  0.032
H: -1.198322 2.609989 -3.946388  -0.005
C: 2.496064 -0.609555 6.217015  -0.999
Cl: 1.093061 -1.439691 5.533270  0.567
Cl: 2.010634 0.517619 7.489283  0.509
H: 3.177196 -1.351805 6.640159  0.030
H: 3.002272 -0.054119 5.423628  0.028
C: -6.706022 2.012412 -4.743412  -1.051
Cl: -8.109025 1.182276 -5.427157  0.499
Cl: -7.191451 3.139586 -3.471144  0.492
H: -6.024889 1.270162 -4.320268  0.000
H: -6.199813 2.567848 -5.536799  0.025
C: 0.046909 5.750516 -4.291707  -1.057
Cl: -0.740388 6.063252 -2.740124  0.492
Cl: 0.882569 7.191678 -4.882939  0.504
H: 0.773682 4.944382 -4.165702  0.029
H: -0.710459 5.453797 -5.021481  -0.034
C: -5.805247 -0.046226 3.044066  -1.009
Cl: -4.882780 -1.371939 2.325324  0.503
Cl: -4.872662 0.766251 4.306999  0.549
H: -6.054241 0.677575 2.264297  0.030
H: -6.722711 -0.447511 3.481614  0.029
C: 7.843385 -3.627668 -2.361359  -0.996
Cl: 7.044113 -2.180206 -2.986712  0.530
Cl: 6.857321 -5.068525 -2.637840  0.524
H: 8.803466 -3.750937 -2.868288  0.028
H: 8.005849 -3.508363 -1.287307  0.034

Atoms 1-2, force components in eV/Å:
0.87 -0.07 -0.32
-0.14 -0.07 0.54


No. 7
Molecular formula: C21H44N2O5
Method: DFT, ωB97M-V/def2-TZVPD

The calculation puts the molar mass at 404.6 g/mol. Its SMILES is CC(=O)OCCCCCCNC(=O)OOC[C@@H](C)C(C)C.CCN(CC)CC. The calculation puts the HOMO energy at -8.15 eV. The max |F| comes out at 9.1 eV Å⁻¹. The LUMO energy is 0.46 eV. The orbital gap is 0.3166 hartree. For the total energy, the calculation gives -35695.5427 eV.

Last column: Löwdin charge in e.
Atoms and positions in Å:
C: -2.885303 5.455640 -0.986666  -0.018
C: -3.817546 4.247762 -1.619335  -0.273
O: -4.066697 3.153451 -0.849678  -0.045
O: -4.386724 4.318557 -3.004844  -0.129
C: -3.351276 3.667346 -3.869770  -0.185
C: -4.074873 2.649662 -4.975060  -0.169
C: -3.000855 2.168530 -6.138692  -0.207
C: -1.710725 1.314345 -5.504726  -0.197
C: -0.280894 2.165497 -5.641250  -0.171
C: 0.033124 2.860283 -4.182705  -0.216
N: 1.540159 2.903226 -3.860581  0.004
C: 1.628048 3.162818 -2.372217  -0.243
O: 1.229449 4.379739 -1.929422  -0.020
O: 2.128744 2.229505 -1.348345  -0.064
O: 1.449184 2.394573 -0.218119  -0.145
C: 0.694951 1.139079 -0.081653  -0.121
C: 0.641566 0.517315 1.433514  -0.261
C: 2.157603 0.537092 2.139918  -0.082
C: -0.345459 1.305047 2.477973  -0.358
C: -1.878270 1.541042 1.948383  -0.105
C: -0.476644 0.312075 3.817518  -0.122
H: -3.545610 6.056207 -0.227959  0.097
H: -2.371492 6.137396 -1.805436  0.098
H: -1.995953 4.989408 -0.351660  0.103
H: -2.659603 3.003551 -3.158402  0.119
H: -2.719251 4.505086 -4.438410  0.139
H: -5.020611 3.144493 -5.493334  0.122
H: -4.511041 1.739174 -4.343715  0.130
H: -2.629796 3.075954 -6.816509  0.112
H: -3.580192 1.445849 -6.891569  0.112
H: -1.576612 0.362260 -6.199363  0.110
H: -1.897064 1.020155 -4.386944  0.105
H: 0.522920 1.384470 -5.985598  0.112
H: -0.449438 2.993351 -6.483379  0.113
H: -0.520043 2.355529 -3.280696  0.111
H: -0.376650 3.980003 -4.231631  0.127
H: 1.845200 3.815958 -4.315449  0.135
H: -0.344341 1.299002 -0.594638  0.123
H: 1.268256 0.335617 -0.753057  0.155
H: 0.345483 -0.615877 1.376140  0.141
H: 2.563267 -0.582942 2.199196  0.079
H: 2.150556 1.050840 3.203006  0.081
H: 2.949312 1.122802 1.496938  0.084
H: 0.117061 2.311535 2.897883  0.145
H: -2.625748 0.793661 2.498040  0.087
H: -2.199299 2.625261 2.328579  0.093
H: -2.018037 1.509272 0.787322  0.063
H: -1.375993 0.685725 4.480669  0.084
H: -0.814063 -0.747804 3.384656  0.086
H: 0.533895 0.216919 4.406275  0.072
C: 0.625873 -3.495435 4.441415  -0.099
C: 1.255490 -4.882246 4.349166  -0.269
N: 1.617544 -5.271193 2.984029  -0.190
C: 1.921304 -6.699300 2.846072  -0.254
C: 3.130515 -7.238424 3.602020  -0.094
C: 2.521089 -4.368910 2.267289  -0.249
C: 3.870475 -4.060378 2.909351  -0.089
H: -0.228928 -3.402994 3.762792  0.075
H: 0.264005 -3.318067 5.460680  0.076
H: 1.343577 -2.704084 4.207584  0.056
H: 0.514429 -5.592848 4.735664  0.118
H: 2.116041 -4.928449 5.025328  0.097
H: 2.030463 -6.946578 1.782529  0.111
H: 1.039727 -7.264376 3.172729  0.108
H: 4.069042 -6.923609 3.143321  0.054
H: 3.117097 -8.333558 3.578509  0.072
H: 3.132750 -6.937629 4.653730  0.068
H: 1.998050 -3.417380 2.109216  0.091
H: 2.692748 -4.750442 1.253075  0.115
H: 3.782465 -3.801405 3.967638  0.069
H: 4.327041 -3.203238 2.403243  0.070
H: 4.566525 -4.894893 2.809418  0.054

Atoms 1-2, force components in eV/Å:
0.35 -0.44 -0.21
-1.20 -4.99 3.47


No. 8
Molecular formula: CH4INO
Method: DFT, ωB97M-V/def2-TZVPD

The calculation puts the molar mass at 173.0 g/mol. Its SMILES is CONI. The calculation puts the HOMO energy (spin up / spin down) at -9.41 / -9.41 eV. The max |F| comes out at 3.9 eV Å⁻¹. The LUMO energy (spin up / spin down) is -1.06 / -1.06 eV. The orbital gap (spin up / spin down) is 0.3067 / 0.3066 hartree. For the total energy, the calculation gives -12736.9182 eV.

Last column: Löwdin charge in e.
Atoms and positions in Å:
C: 0.968494 -0.460541 0.156430  -0.194
N: -0.834795 0.831701 -0.481942  -0.298
O: 0.217327 0.645096 0.456257  -0.326
I: -2.699457 -0.409183 0.130761  0.468
H: 1.943870 -0.424732 0.758415  0.114
H: 1.175580 -0.567728 -0.998678  0.112
H: 0.441808 -1.441794 0.277968  0.062
H: -1.212824 1.827182 -0.299214  0.061

Atoms 1-2, force components in eV/Å:
1.76 -2.50 -2.49
-0.54 0.22 0.94